Record 1
130
Properties=species:S:1:pos:R:3 method="wB97M-V/def2-TZVPD" homo_energy_ev=-8.93 gap_ev=9.286 e_above_lowest_kcal_mol=0.0 smiles="C[C@H]1COC(=O)O1.C[C@H]1COC(=O)O1.C1CCOC1.C1CCOC1.C1CCOC1.C1CCOC1.C1CCOC1.C1CCOC1.C1CCOC1.C1CCOC1"
C 7.0749 -4.2950 1.0578
C 6.1629 -3.8811 -0.0964
C 5.3478 -2.7818 0.5727
O 6.2604 -2.1091 1.4714
C 7.2586 -3.0143 1.8876
H 8.0585 -4.6432 0.7270
H 6.6706 -5.2018 1.5091
H 5.5070 -4.7218 -0.3320
H 6.6065 -3.5416 -1.0305
H 4.6209 -3.1312 1.3213
H 4.7690 -2.0565 0.0024
H 7.2168 -3.2157 2.9639
H 8.2758 -2.6382 1.7521
C 2.9868 4.6903 -1.7372
C 2.7509 6.1826 -2.0175
C 2.7920 6.3025 -3.5376
O 2.2490 5.0403 -3.9947
C 2.7670 4.0608 -3.1138
H 2.2253 4.3102 -1.0597
H 4.0240 4.5022 -1.4726
H 3.3985 6.9053 -1.5168
H 1.7559 6.4710 -1.6716
H 3.7812 6.3643 -3.9935
H 2.1062 7.0935 -3.8309
H 3.7596 3.7181 -3.4342
H 2.0878 3.2102 -3.0708
C -2.2096 3.4658 2.9378
C -1.3534 3.1731 4.1730
C -1.3313 1.6303 4.2241
O -2.0588 1.2101 3.0826
C -3.0348 2.1890 2.7354
H -1.5514 3.6262 2.0818
H -2.7665 4.3926 3.0848
H -1.6975 3.6198 5.1013
H -0.3923 3.5944 3.8744
H -1.7055 1.2268 5.1772
H -0.3873 1.0765 4.1830
H -3.9021 2.2838 3.3972
H -3.3120 2.0038 1.7010
C 1.2888 -5.4331 0.9946
C 2.0716 -4.6485 -0.0388
C 2.3704 -5.6250 -1.1645
O 1.2778 -6.5282 -1.1094
C 1.0455 -6.8003 0.2550
H 0.3970 -4.8778 1.2773
H 1.8626 -5.6577 1.8956
H 2.9928 -4.2126 0.3472
H 1.4669 -3.8560 -0.4756
H 3.3274 -6.1698 -1.1023
H 2.4474 -5.1879 -2.1630
H 1.6841 -7.6087 0.6263
H 0.0080 -7.1304 0.3320
C 3.6115 2.6415 1.4860
C 3.0957 2.7369 2.9240
C 4.3810 2.6935 3.7042
O 5.2950 1.8752 2.9444
C 4.8870 1.8617 1.5630
H 3.7774 3.6793 1.1679
H 2.8628 2.2882 0.7776
H 2.4513 1.8758 3.1196
H 2.5101 3.6311 3.1409
H 4.3121 2.3157 4.7269
H 4.9312 3.6369 3.8177
H 4.7181 0.8524 1.1775
H 5.7175 2.2953 1.0030
C 1.9856 -0.9695 -4.2370
C 0.5075 -0.9440 -3.8474
C 0.1133 -2.3909 -4.1253
O 1.2385 -3.1243 -3.7257
C 2.4422 -2.3535 -3.7965
H 2.5720 -0.1344 -3.8483
H 2.0254 -0.7990 -5.3175
H -0.0507 -0.2088 -4.4331
H 0.2844 -0.7237 -2.8022
H -0.1347 -2.5457 -5.1853
H -0.7240 -2.6960 -3.4926
H 3.1414 -2.8206 -4.4891
H 2.8556 -2.2822 -2.7880
C -4.7509 -0.5539 -1.3952
C -4.4076 -0.5064 -2.8627
C -5.5594 -1.2541 -3.5239
O -6.6740 -0.6981 -2.7956
C -6.2941 -0.5052 -1.4450
H -4.3662 0.2876 -0.8170
H -4.5861 -1.4961 -0.8741
H -3.4699 -1.0705 -2.9557
H -4.2637 0.4753 -3.3046
H -5.5161 -2.3380 -3.3871
H -5.7204 -0.9813 -4.5640
H -6.6970 -1.2853 -0.7876
H -6.7455 0.4389 -1.1234
C -6.2296 3.7796 -1.8979
C -4.9107 3.1041 -2.1485
C -4.0617 3.7687 -1.0350
O -4.9376 3.7943 0.0798
C -6.2770 3.9251 -0.3333
H -7.1085 3.2182 -2.2143
H -6.2030 4.7529 -2.3880
H -4.4677 3.3273 -3.1178
H -4.9287 2.0399 -1.9223
H -3.7567 4.7504 -1.4257
H -3.1311 3.3135 -0.6976
H -6.6655 4.9467 -0.2365
H -7.0364 3.2985 0.1299
C -3.3793 -4.0866 5.1243
C -3.9013 -3.2203 3.9927
C -3.1100 -1.9490 3.6452
O -2.8829 -2.0187 2.2575
C -3.2626 -3.2254 1.7781
O -3.3430 -3.5439 0.6396
O -3.7649 -3.9718 2.7941
H -2.3480 -4.4164 4.9926
H -4.0220 -4.9282 5.3766
H -3.3036 -3.5645 6.0880
H -4.9579 -2.9500 4.0792
H -2.1834 -1.9002 4.2278
H -3.6279 -1.0264 3.9065
C -0.3067 2.0719 -1.0350
C -0.3312 1.1535 0.1930
C -1.1757 -0.1334 -0.0521
O -0.1849 -1.0868 -0.3679
C 1.0490 -0.6753 -0.0769
O 2.0213 -1.3444 -0.0159
O 0.9484 0.5870 0.4119
H -1.2896 2.1165 -1.4954
H 0.4154 1.7045 -1.7787
H 0.2081 3.0271 -0.8923
H -0.7143 1.7008 1.0493
H -1.9162 -0.1058 -0.8535
H -1.7308 -0.5136 0.8059

Record 2
82
Properties=species:S:1:pos:R:3 method="wB97M-V/def2-TZVPD" charge=-1 homo_energy_ev=-5.16 gap_ev=4.816
C -1.6279 5.2105 1.8015
C -3.1513 5.4288 2.4563
C -3.9046 3.9756 2.3123
O -5.2086 3.8927 2.6591
O -3.1048 2.7936 1.8478
C -3.3241 1.7967 2.9069
C -2.1818 0.6257 3.0110
Nb -1.5036 -0.2220 0.9889
C -3.1318 -1.8425 0.9837
C -4.6644 -1.2620 0.9497
C -5.1410 -0.6788 -0.5208
N -5.3787 0.8423 -0.4220
C -0.0475 -1.6986 1.9211
C 0.5355 -1.2870 3.3955
O 1.6102 -0.2407 3.3465
C 2.9275 -0.8945 3.6467
C 3.6978 -1.9009 2.5793
O 3.4973 -0.6849 4.8663
C 0.0126 1.4694 0.8675
C 1.5234 1.0284 0.3902
C 1.9363 1.6335 -1.1146
F 0.9089 1.3398 -2.1538
F 1.8625 3.1331 -0.9233
C 3.4777 1.3265 -1.5481
F 3.9492 2.4477 -2.4121
F 4.3602 1.3676 -0.3252
S 3.8079 -0.2787 -2.4225
F 4.7428 -0.8109 -1.0519
F 5.2890 0.4100 -3.0323
F 2.9841 0.1615 -3.8567
F 2.4735 -1.1018 -1.7440
F 4.2481 -1.7498 -3.1958
H -1.0136 6.2045 1.7329
H -1.6974 4.7663 0.7015
H -1.1106 4.3861 2.4928
H -3.7526 6.2074 1.7954
H -3.1166 5.7505 3.5814
H -3.2832 2.3966 3.9369
H -4.4251 1.4061 2.8106
H -2.4699 -0.2608 3.7569
H -1.2140 1.1276 3.4915
H -2.6915 0.8593 0.1341
H -0.9408 -0.7812 -0.6691
H -3.0290 -2.5594 0.0348
H -2.9340 -2.5141 1.9288
H -4.9040 -0.4355 1.7430
H -5.4079 -2.1656 1.1865
H -6.2062 -1.1240 -0.8239
H -4.3257 -0.9571 -1.3269
H -4.8353 1.3167 -1.1876
H -6.4121 1.0325 -0.5875
H -0.6451 -2.7206 2.0716
H 0.8384 -1.9785 1.1724
H 1.0934 -2.2570 3.8124
H -0.2933 -1.0436 4.2033
H 3.0102 -2.8723 2.4949
H 3.8092 -1.4152 1.4950
H 4.7394 -2.2939 2.9718
H 0.0418 2.0884 1.8694
H -0.3927 2.2290 0.0406
H 2.2715 1.5820 1.1384
H 1.7538 -0.1131 0.5021
C 0.8427 1.9125 -6.7085
Cl 1.7022 2.4734 -8.1648
Cl -0.6601 2.8485 -6.5084
Cl 0.4472 0.1839 -6.8810
Cl 1.8814 2.1444 -5.2796
C 3.7873 -4.8273 -1.5887
Cl 3.1562 -4.0177 -0.1325
Cl 4.0722 -6.5500 -1.2339
Cl 2.6017 -4.6813 -2.9105
Cl 5.3194 -4.0604 -2.0777
C 7.1904 -8.4717 1.1980
Cl 7.7205 -9.8193 0.1601
Cl 5.6609 -8.9072 2.0016
Cl 8.4360 -8.1447 2.4292
Cl 6.9439 -7.0157 0.2011
C -4.6066 3.3683 -5.4432
Cl -3.8617 2.2988 -6.6579
Cl -6.3809 3.2712 -5.5747
Cl -4.1031 2.8563 -3.8126
Cl -4.0810 5.0468 -5.7274

Record 3
73
Properties=species:S:1:pos:R:3 method="wB97M-V/def2-TZVPD" homo_energy_ev=-7.84 gap_ev=7.711 e_above_lowest_kcal_mol=0.0
Ir -0.1318 0.1939 0.5695
O -1.9699 0.1988 -0.3553
C -2.3776 -0.7435 -1.1823
C -3.6854 -0.6100 -1.6870
C -4.2117 -1.5283 -2.5634
C -3.4661 -2.6293 -2.9946
C -2.1873 -2.7759 -2.5243
C -1.6102 -1.8532 -1.6318
C -0.2374 -2.0964 -1.2798
N 0.4831 -1.3572 -0.5314
C 1.8945 -1.6526 -0.2760
C 2.1919 -1.3454 1.1794
N 1.6310 -0.0215 1.4957
C 2.0306 0.6559 2.5079
C 1.3508 1.7878 3.0746
C 2.0354 2.4542 4.1158
C 1.4880 3.5070 4.7958
C 0.1919 3.9197 4.4493
C -0.5078 3.2938 3.4520
C 0.0369 2.2130 2.7188
O -0.7239 1.7111 1.7830
H -4.2679 0.2335 -1.3403
H -5.2269 -1.3968 -2.9180
H -3.8948 -3.3568 -3.6690
H -1.5942 -3.6305 -2.8283
H 0.2249 -2.9840 -1.7084
H 2.4924 -0.9967 -0.9148
H 2.1344 -2.6901 -0.5143
H 3.2608 -1.3944 1.3966
H 1.6635 -2.0684 1.8046
H 2.9503 0.3377 3.0004
H 3.0260 2.0996 4.3792
H 2.0314 3.9983 5.5902
H -0.2693 4.7420 4.9825
H -1.5112 3.6033 3.1910
Te -0.1411 2.0746 -1.1155
C 1.7550 3.0052 -1.0991
C 2.8378 2.4102 -0.4663
C 4.0717 3.0480 -0.4636
C 4.2228 4.2721 -1.0968
C 3.1403 4.8647 -1.7324
C 1.9048 4.2350 -1.7319
C 0.1042 1.1060 -2.9676
C 1.2732 0.4137 -3.2583
C 1.3813 -0.2819 -4.4513
C 0.3179 -0.2926 -5.3467
C -0.8448 0.4032 -5.0566
C -0.9531 1.1112 -3.8660
H 2.7159 1.4570 0.0225
H 4.9150 2.5871 0.0350
H 5.1849 4.7676 -1.0943
H 3.2562 5.8213 -2.2247
H 1.0619 4.7080 -2.2222
H 2.1019 0.4371 -2.5626
H 2.2929 -0.8176 -4.6839
H 0.3995 -0.8444 -6.2739
H -1.6738 0.3926 -5.7517
H -1.8703 1.6389 -3.6339
F -3.5397 -0.3004 1.7450
C -3.1043 -0.7572 2.9057
F -2.6832 0.2601 3.6552
F -4.0976 -1.3770 3.5365
S -1.6994 -1.9414 2.7231
O -0.5509 -1.1621 2.2221
O -1.4726 -2.4593 4.0360
N -2.3071 -2.8957 1.6590
S -1.5585 -4.1891 1.1258
O -0.1324 -4.0130 1.0223
O -2.2847 -4.7192 0.0175
C -1.7781 -5.4516 2.4673
F -3.0038 -5.3876 2.9786
F -0.8904 -5.2788 3.4404
F -1.5958 -6.6636 1.9398